Record 1
The following is a quantum chemistry calculation of a structure of composition C18H16Cl3CuNO2S in a non-equilibrium geometry, from the OMol25 dataset.

The geometry in XYZ format:
```
42
Properties=species:S:1:pos:R:3:forces:R:3
H -0.279895 -1.063489 1.902055 -1.3 0.2 0.2
H 3.224993 4.107832 -0.689460 -0.7 -0.1 -0.5
C 1.103140 3.929423 -0.526734 -0.3 -0.4 0.1
C -1.651809 -1.374827 -1.562690 -1.2 -0.8 2.0
C 1.023130 0.217636 3.953099 1.0 0.5 1.7
C -0.066166 3.357039 -2.506160 0.9 0.7 0.3
C 1.544641 -0.695832 2.902455 2.3 0.0 -1.9
H -3.555900 -1.957981 1.204418 -0.7 -0.4 0.2
Cl -3.170614 -5.657492 -2.452448 0.0 -0.1 -0.2
H 0.238629 -2.422539 3.109046 -0.6 0.6 -0.4
H 3.270853 3.572987 -3.077014 0.0 0.1 -0.3
C -2.524923 -2.087330 -0.605556 0.5 -0.7 -2.6
N 3.461664 -2.237178 3.818249 0.9 -0.6 0.4
H 1.723503 0.960187 4.409179 0.2 -1.0 -0.5
H -1.489877 -3.815189 -3.960642 -0.7 0.6 1.3
C 0.480962 -1.656681 2.352045 1.6 -0.7 -0.4
Cl 1.175735 3.864218 1.207850 0.4 0.5 0.2
H 1.467892 0.818052 1.326015 0.3 -0.2 -0.1
C -2.695725 -4.020939 -2.101822 0.9 0.4 0.1
Cu -1.774490 1.215836 -0.204473 -0.1 0.5 0.1
C -3.008003 -3.459179 -0.913080 1.9 3.6 -0.9
C 2.212712 0.102612 1.701498 0.3 0.3 0.7
C -1.827869 -3.304383 -3.001202 -0.2 -2.1 -1.7
C -1.394167 -2.063236 -2.766297 1.1 1.1 -1.0
H 0.284939 0.869915 3.580924 -1.4 0.3 -0.6
O -1.133547 -0.267439 -1.309095 0.5 -0.1 -0.7
C 2.658099 -1.529514 3.425405 -1.3 0.6 -0.1
Cl -1.473675 2.802468 -3.288151 -0.6 -0.1 -0.7
H 1.119858 3.200064 -4.284746 -0.2 -0.3 -1.2
C -0.130667 3.636884 -1.111098 -0.1 -0.9 -1.1
H -0.776752 -1.479233 -3.473484 -0.3 -0.7 0.2
C 2.277581 3.967182 -1.248601 1.3 -0.4 0.6
O -2.837818 -0.163154 0.825867 -0.4 -1.5 -0.5
H 0.677224 -0.421623 4.756267 -0.5 0.2 0.4
S -1.611194 3.378440 -0.220762 -0.1 0.4 0.4
H 3.152650 0.661922 1.997237 -1.2 -0.5 0.0
C 2.307950 3.639743 -2.599906 0.0 0.9 0.7
C 1.115827 3.428671 -3.260216 -0.5 -0.3 1.6
H 0.916180 -2.198463 1.486142 -0.1 0.1 0.5
C -3.013436 -1.365377 0.472963 0.2 1.2 2.1
H 2.541359 -0.582382 0.914225 -0.3 0.0 0.0
H -3.562990 -3.907662 -0.181311 -1.5 -1.3 1.6
```
Positions in Å, forces in eV/Å.

Output
E_HOMO = -4.43 eV
E_tot = -4320.0798 hartree
Total charge = -1

Löwdin atomic charge list, values in e, 8 entries: 0.07 0.10 -0.69 -0.37 -0.06 -0.69 -0.59 0.12


Record 2
The following is a quantum chemistry calculation of an isolated molecule of C18H16ClF3N6O3S in a non-equilibrium geometry, from the OMol25 dataset.

The geometry in XYZ format:
```
48
Properties=species:S:1:pos:R:3:forces:R:3
N 1.253665 -3.323951 3.176805 -1.6 0.0 -1.5
N -2.353268 3.009794 -1.853715 -0.6 1.2 -0.8
H -2.098385 5.044321 -1.363314 -0.7 -0.3 -0.6
H -1.867328 4.199330 -4.312389 -0.3 0.3 0.0
F 1.728038 2.492798 1.663806 0.8 -1.4 1.4
H -4.508650 1.643887 -0.640942 -0.5 0.2 -0.5
H 0.964344 -5.629158 1.335821 1.1 0.0 0.8
C 1.301340 -1.034274 2.559595 1.5 1.5 0.8
C 1.259290 2.961163 -1.966773 5.1 -2.8 1.8
C 0.762466 -0.055501 0.372820 0.8 -3.3 2.9
C -4.802391 2.304431 -1.482392 0.1 -0.7 -0.2
F 2.942989 1.033332 3.004099 -2.3 1.9 -0.4
C 1.233163 0.111125 1.705631 -0.8 -1.5 0.8
H -3.497495 4.703577 -2.529939 -0.4 0.1 0.2
O -3.821869 2.403898 -3.982046 0.8 0.9 1.1
N 3.196623 -6.190933 3.485398 -0.7 0.8 0.3
N 1.700518 -5.570766 2.064750 -3.0 1.8 -2.6
C 0.519887 1.021781 -0.502324 1.7 3.5 -3.5
C 0.691144 -2.569917 0.828975 0.5 2.8 2.1
H -4.779416 3.308693 -1.087912 -0.3 0.4 -0.2
O -3.090046 0.640903 -2.471156 0.6 1.3 0.2
O -0.239865 4.301222 -3.109435 1.0 -0.2 1.1
H -5.771829 2.024324 -1.963966 0.9 0.2 0.5
C 1.578931 1.786005 -1.185628 -2.3 0.7 0.7
H -1.472519 5.802106 -3.517126 -0.1 0.1 -0.6
N 3.120589 -7.483060 1.572672 0.2 -1.7 -2.2
Cl 0.186931 -1.802338 -1.619064 -0.5 -0.1 -1.4
C 0.510229 -1.455253 -0.005307 1.2 0.9 1.7
N 2.594231 -5.007093 3.937505 1.0 -0.6 0.6
H 2.591267 1.504704 -0.920310 0.1 0.2 -0.5
C -1.046376 2.533604 -1.654835 1.1 -1.0 2.2
H 3.881258 -8.103116 1.917093 -1.1 1.3 0.1
H 1.359804 -3.057214 4.129294 0.1 0.7 0.5
C 1.678785 1.389250 2.485074 -0.9 -0.2 -1.3
H 2.166437 3.471156 -2.411156 -1.6 -0.3 0.4
C -2.481278 4.485134 -2.251979 1.6 -1.5 1.0
C -0.013119 3.327519 -2.141361 -2.7 0.0 -2.3
H 3.256953 -7.227292 0.598147 0.0 -0.3 0.3
H 1.826701 -0.879727 3.542510 -1.0 -0.1 -0.9
C 1.735459 -4.599744 3.068345 1.9 -1.9 -0.3
C 2.650839 -6.473629 2.328691 1.9 0.4 3.1
C 1.076159 -2.341650 2.191137 -0.3 0.0 -0.9
F 0.752840 1.765566 3.478839 2.3 -1.0 -1.2
C -0.760531 1.418877 -0.747328 -0.8 2.0 -1.4
H 0.574771 -3.546855 0.507619 -0.4 -1.5 -1.0
C -1.546025 4.723598 -3.410433 -0.2 0.1 0.4
H -1.519448 0.892430 -0.195785 -0.7 0.1 -0.3
S -3.425816 2.046943 -2.628014 -2.7 -2.7 -0.4
```
Positions in Å, forces in eV/Å.

Output
SMILES = CS(=O)(=O)N1CCOc2ccc(-c3c(Cl)cc(Nc4nnc(N)[nH]4)cc3C(F)(F)F)cc21
E_HOMO = -7.94 eV
E_tot = -2407.6721 hartree

Löwdin atomic charge list, values in e, 8 entries: 0.11 -0.19 0.15 0.13 0.11 0.07 0.17 0.02


Record 3
The following is a quantum chemistry calculation of a cluster of 2 separate species, C18H16F3NO3 in total in a non-equilibrium geometry, from the OMol25 dataset.

The geometry in XYZ format:
```
41
Properties=species:S:1:pos:R:3:forces:R:3
F -2.315369 -2.521857 6.391307 0.9 -0.7 -0.4
H 4.590228 -2.036176 2.176539 -0.2 0.3 -0.1
C 2.945107 0.812685 1.182847 0.7 -0.2 0.5
H -6.214358 0.601920 0.470211 0.2 0.0 0.3
C 3.757397 -1.363759 1.961753 0.2 0.5 0.2
F -0.398143 -3.478162 6.914987 -0.7 0.3 -1.1
H -0.088035 -2.417718 2.370504 -0.4 0.4 -1.2
C 4.024776 -0.015644 1.590393 -0.8 -0.3 0.2
F -1.977069 -4.648561 5.963846 0.6 1.2 0.0
C -2.350300 1.560660 2.151119 -1.1 -0.3 0.0
H 0.746245 -2.012053 4.072988 -1.9 0.3 1.4
C -0.862106 -3.066923 4.551564 -0.5 -1.6 -4.2
C -4.944029 -0.963612 1.373735 -0.8 -0.2 -0.1
C 5.590201 1.790189 1.539578 0.2 -0.3 -0.1
C -1.197068 0.827986 2.337941 0.0 -0.5 -1.2
O -1.109543 -3.866242 3.601531 0.3 1.1 2.8
H -5.061501 -1.426138 0.391533 0.1 -0.1 0.1
H 2.227285 -2.822639 2.426943 0.3 0.4 0.2
H 5.049841 2.404813 2.267641 -0.1 -0.3 0.0
H 5.386106 2.159680 0.528722 0.0 -0.2 0.1
H -6.481381 0.371828 2.226146 0.3 0.1 -0.2
H -2.394418 2.629621 2.268963 0.1 0.2 0.1
H 0.838132 0.994162 0.910073 0.4 -0.4 0.5
O -4.755540 1.432122 1.715446 -0.1 -0.6 -0.2
C -3.529604 0.861967 1.839353 0.3 -0.5 0.0
C -1.378624 -3.421241 5.963875 -0.9 -0.7 1.2
C 0.007735 -1.331799 2.304221 -0.8 -2.2 -0.4
H 6.654589 1.855039 1.734883 0.1 0.2 0.0
C -3.550737 -0.537446 1.657056 0.5 0.8 0.7
H -2.371981 -2.347566 1.729790 -0.1 0.1 0.2
C 2.458566 -1.781856 2.166062 -1.1 0.4 -1.0
N -0.287979 -1.862366 4.338985 3.5 1.1 0.6
C 1.632772 0.368072 1.339936 0.0 -0.8 -0.4
C -1.196511 -0.569678 2.071116 0.0 0.5 1.4
O 5.318113 0.387848 1.677854 -0.7 0.3 -0.3
H 3.160417 1.829514 0.818942 -0.3 -0.7 0.1
C 1.334712 -0.932027 1.871527 1.5 1.4 1.1
H -5.329381 -1.659310 2.122786 0.1 -0.1 -0.1
C -2.406503 -1.270501 1.875163 0.5 0.6 -1.1
H -0.265473 1.359469 2.544751 -0.5 -0.4 0.3
C -5.730941 0.350931 1.424603 0.1 0.8 0.1
```
Positions in Å, forces in eV/Å.

Output
E_HOMO = -7.98 eV
E_tot = -1275.4692 hartree
Energy above the lowest of the compared OMol25 structures with the same formula, charge and spin = 512.74 kJ/mol

Löwdin atomic charge list, values in e, 8 entries: 0.12 0.12 0.00 0.12 0.01 0.12 0.10 -0.25


Record 4
The following is a quantum chemistry calculation of a structure of composition C18H16F4N2O in a non-equilibrium geometry, from the OMol25 dataset.

The geometry in XYZ format:
```
41
Properties=species:S:1:pos:R:3:forces:R:3
N -1.179975 0.674050 0.014470 2.5 6.6 -2.4
C 3.026962 1.009893 -0.433884 -7.5 3.3 2.6
C -0.308068 -0.421097 0.210117 9.5 11.9 -8.5
H 3.690108 -1.000937 -2.203593 1.0 1.0 3.7
H -2.616801 -1.461596 -0.307436 0.1 0.6 0.0
C -4.467193 -0.636215 -0.158339 -4.6 2.6 0.7
C 4.787123 -2.248425 -0.663825 -4.2 13.9 12.2
O 3.349907 1.832244 -1.143462 4.6 6.1 -6.8
H -2.773121 2.919356 -0.115542 -1.0 -3.9 -0.5
C -3.238299 1.677067 -0.286579 -6.5 16.0 0.3
H -5.228785 2.674781 -0.271660 -3.4 7.3 -0.1
C -0.498284 1.888798 -0.776792 4.2 -5.6 -0.6
H 1.668078 -0.869951 0.982294 -0.9 2.2 0.3
H 1.419208 3.158658 -0.987736 -2.0 -2.1 3.5
H 0.685803 0.540119 1.962633 1.1 -1.0 -2.0
C -5.101278 -2.113996 -0.099079 -1.7 7.8 -1.9
C 5.291865 -2.469386 0.592339 -4.4 9.1 3.1
F 5.130495 -3.077089 -1.339868 3.6 -12.0 -13.8
C 0.769040 2.343115 0.027798 5.8 -4.9 -16.1
C -5.341910 0.755700 -0.123935 -2.3 -8.7 0.5
F -4.671704 -2.696261 0.939175 1.3 -3.0 0.9
C 4.141772 -0.350075 1.123416 2.9 0.9 10.0
F -4.810294 -2.507054 -1.369130 -0.7 -2.3 1.4
C -4.740699 1.878666 -0.259575 7.8 -6.5 -0.2
C 5.019416 -1.355869 1.592116 -1.7 -1.8 -3.4
C 1.037265 0.118740 0.911077 0.3 -0.6 0.8
C -2.485569 0.724184 -0.310355 3.1 -9.0 1.3
C 3.689294 -0.073726 -0.093421 2.4 -3.4 2.4
N 1.839044 1.260928 0.168228 -6.7 -2.9 4.3
C 4.056637 -0.911547 -0.980283 1.8 -9.3 -8.9
C -3.174169 -0.505829 -0.275118 1.3 -3.2 -0.4
H -1.039888 2.739567 -1.126866 -0.8 -0.1 0.1
H -0.759916 -0.872372 0.759710 -8.4 -10.7 11.6
H 5.926439 -3.141560 0.861577 3.6 -4.7 1.1
H 5.258258 -1.368427 2.669839 0.2 -0.2 -1.0
H 4.008144 0.337444 2.157804 -0.4 -1.0 -3.5
H -0.002690 -0.889112 -0.643075 0.6 -1.6 -2.7
H -6.429131 0.460521 0.002544 1.3 1.2 -0.2
H 0.588461 2.804566 0.767293 -2.1 6.1 10.3
F -6.501640 -1.984334 0.100618 1.9 -0.9 -1.0
H -0.013923 1.156481 -1.873511 -1.4 2.7 3.0
```
Positions in Å, forces in eV/Å.

Output
E_HOMO = -8.19 eV
E_tot = -1279.1022 hartree
Energy above the lowest of the compared OMol25 structures with the same formula, charge and spin = 442.96 kJ/mol

Löwdin atomic charge list, values in e, 8 entries: -0.06 -0.62 -0.15 0.21 0.14 -0.02 -0.43 0.17


Record 5
The following is a quantum chemistry calculation of a cluster of 2 separate species, C18H16FN2O in total in a non-equilibrium geometry, from the OMol25 dataset.

The geometry in XYZ format:
```
38
Properties=species:S:1:pos:R:3:forces:R:3
C 1.141528 0.271637 3.083059 -0.1 -0.4 1.7
C 3.246126 -2.782919 -1.017526 -0.1 0.0 -0.2
H -1.734896 -0.686773 5.496348 0.5 0.2 0.0
H 1.866037 0.623123 2.328961 -0.3 -0.5 0.4
C 0.651713 0.014173 -1.184227 2.7 -0.7 0.4
H 0.118056 2.573278 -0.777658 0.0 -0.2 -0.3
C -1.073903 -0.373976 3.460944 0.5 -0.1 1.7
H 0.600017 -0.138558 6.438200 -0.1 0.1 -0.4
H 0.800366 -4.400725 -2.724736 0.2 0.4 0.1
C 1.318917 -3.603634 -2.184151 0.3 -0.2 0.0
N -0.049586 -0.117062 2.663945 -0.7 0.8 -2.0
N -1.276671 1.493047 -1.894332 -0.9 -0.4 0.0
C 2.650546 -1.516781 -0.919159 -0.2 -0.4 0.4
H -0.230032 -2.200781 -2.573100 0.1 -0.2 0.3
H -1.065907 4.710637 -1.052002 0.1 0.0 -0.2
H -3.322628 4.736024 -2.236076 0.4 -0.2 0.2
H -2.890426 0.489421 -2.724279 0.1 0.3 -0.3
C 2.581836 -3.863588 -1.628658 -0.5 0.9 -0.1
C -1.459401 3.827654 -1.539412 -0.5 0.0 -0.1
C 1.312933 -1.307288 -1.320106 0.0 -1.1 -1.2
C -3.228795 2.630267 -2.658584 -0.2 -0.1 0.2
C -2.707509 3.837782 -2.157097 -0.1 -0.4 -0.3
H 3.208984 -0.680267 -0.514866 -0.1 -0.2 0.2
C -0.771409 2.636247 -1.390356 -0.2 0.1 0.4
C -0.830089 0.096689 -1.552167 -1.5 0.7 -0.3
H 2.442095 0.520603 4.770586 -0.5 -0.1 0.3
H -2.079794 -0.519424 3.015570 0.9 -0.2 0.2
C -2.491196 1.481941 -2.530778 0.3 0.2 0.8
O 1.382211 0.946196 -0.881049 -1.7 0.1 -0.1
C 1.426545 0.254923 4.469083 -0.2 0.2 -0.8
F -1.742288 -0.338513 -0.582933 1.4 0.3 -0.6
H -1.085680 -0.479541 -2.468992 0.6 0.3 0.7
C -0.882690 -0.410639 4.867212 0.2 0.2 -0.9
C 0.398649 -0.094326 5.363114 -0.1 -0.3 -0.4
H 3.058298 -4.848083 -1.734075 -0.3 0.6 0.2
H 4.254464 -2.949574 -0.632106 -0.3 0.3 -0.1
C 0.722092 -2.343303 -2.062406 -0.2 -0.6 0.3
H -4.258510 2.512112 -3.016189 0.6 0.4 -0.1
```
Positions in Å, forces in eV/Å.

Output
E_HOMO = -11.52 eV
E_tot = -979.8448 hartree
Total charge = +1

Löwdin atomic charge list, values in e, 8 entries: -0.16 -0.05 0.10 0.10 -0.24 0.14 -0.16 0.11


Record 6
The following is a quantum chemistry calculation of an isolated molecule of C18H16N2O4S, from the OMol25 dataset.

The geometry in XYZ format:
```
41
Properties=species:S:1:pos:R:3:forces:R:3
H 3.682194 -2.819381 -0.924310 0.1 0.1 0.0
C 2.769829 -3.291718 -0.598618 0.0 0.0 -0.1
H 1.761884 -5.887691 1.317478 0.0 -0.1 0.1
C -3.739280 4.357183 1.349470 -0.1 0.2 0.5
C -1.754518 3.249223 0.870553 0.1 -0.1 0.1
H -0.441491 -5.070965 0.531916 -0.1 -0.1 0.0
C 1.952122 0.256841 -0.185380 0.2 -0.2 -0.5
C 0.508832 1.948967 1.841424 0.2 -0.1 0.0
C 0.384420 -3.477513 -0.607087 -0.2 0.1 -0.2
C 0.470303 -4.579707 0.230074 0.1 0.0 0.0
N 0.849700 1.007824 -0.400676 -0.3 0.2 -0.4
H 1.378726 1.438395 2.216815 0.0 0.0 0.0
O -2.042525 4.257500 3.057361 0.2 -0.3 0.1
H 3.821424 -4.766624 0.520690 0.1 0.0 0.0
H -1.318539 2.324851 -0.990833 -0.1 0.0 -0.2
C -2.934677 5.125679 2.396962 -0.3 0.1 -0.4
O -2.879868 3.842743 0.357057 0.4 -0.1 -0.2
H 3.381221 -0.894546 -1.304231 -0.1 0.1 0.0
C 1.701045 -5.034548 0.660452 0.0 0.0 0.0
O 0.186447 -0.150140 -2.943732 -0.1 0.1 -0.2
H -4.278520 3.535497 1.840895 0.0 0.1 -0.1
C 1.537152 -2.786159 -1.002268 -0.1 -0.6 0.4
C 0.379395 -1.279536 -2.523211 -0.3 -0.1 -0.3
H 0.046440 2.906954 3.700911 0.0 0.0 0.1
H -0.044600 -3.259186 -3.310382 0.0 0.1 0.0
H 0.458324 0.983814 -1.340081 0.2 -0.1 0.1
C -0.999627 2.442724 0.033295 0.0 0.1 0.2
O 2.558665 0.141483 0.856725 0.2 0.0 0.3
C -1.357341 3.432093 2.198853 0.1 0.0 -0.1
C 2.377656 -0.503594 -1.455314 0.2 0.3 0.2
H -3.584137 5.547494 3.165415 0.0 0.0 -0.1
N 1.442949 -1.586140 -1.734524 0.2 0.1 -0.1
H 2.370982 0.168377 -2.317162 0.1 -0.1 0.1
H -1.384832 -2.073849 -3.431646 0.1 0.1 0.0
S -1.194917 -2.982281 -1.222005 0.1 0.1 -0.1
C -0.550869 -2.422122 -2.826978 -0.2 -0.2 0.3
H -2.376357 5.932380 1.901523 -0.1 -0.1 0.1
C 2.851623 -4.401881 0.220298 0.0 0.0 0.0
H -4.449590 5.008032 0.837572 0.0 0.0 0.1
C -0.234140 2.765350 2.669835 -0.4 0.2 -0.2
C 0.136230 1.797075 0.508603 -0.2 0.2 0.4
```
Positions in Å, forces in eV/Å.

Output
SMILES = O=C(CN1C(=O)CSc2ccccc21)Nc1ccc2c(c1)OCCO2
E_HOMO = -7.78 eV
E_tot = -1504.2196 hartree
Energy above the lowest of the compared OMol25 structures with the same formula, charge and spin = 24.13 kJ/mol

Löwdin atomic charge list, values in e, 8 entries: 0.11 -0.01 0.10 -0.15 -0.20 0.10 -0.43 -0.01


| no. | LUMO level (eV) |
| --- | --- |
| 1 | 2.6 |
| 2 | 0.2 |
| 3 | -1.0 |
| 4 | 0.5 |
| 5 | -4.6 |
| 6 | 0.6 |